1.
# C28H38N4P2Pb

A molecular structure, C28H38N4P2Pb in a non-equilibrium geometry (ωB97M-V/def2-TZVPD, the Open Molecules 2025 dataset).

CARTESIAN COORDINATES (ANGSTROEM)
H: -2.6918 1.7863 0.7783
C: -1.7636 -1.0382 4.2388
H: 5.3059 0.7363 -2.1734
H: -4.4391 -2.9109 -0.5445
C: 0.7085 -1.2672 -4.2276
H: -3.3274 -1.5943 -3.1115
H: 0.8587 -4.1894 -0.8353
H: -1.7399 1.9248 -1.3479
H: 0.7746 -3.0520 -2.2534
N: 2.3052 1.1356 3.3084
C: 0.0699 -0.4785 -2.2103
H: 0.3701 2.1593 1.4153
H: 3.5095 1.7257 6.3481
H: -4.1880 1.0603 0.2524
H: 5.8286 1.9935 -4.5541
H: -0.3686 -0.1722 -1.2356
C: 4.8698 1.8594 -4.0844
H: -0.1975 -3.3900 2.0218
H: -3.2992 -2.0425 1.5636
H: -2.9036 0.9124 4.4382
H: 1.0037 -2.3646 -0.6105
H: 0.1539 -2.1532 3.8248
P: 1.4740 0.1225 2.1947
H: 1.2893 2.4533 -0.9024
H: 2.9848 3.9642 4.8959
C: 0.7417 -3.4258 1.4873
C: -2.5711 0.2002 -2.2260
C: -3.4060 -0.9006 -2.2325
H: 1.4154 -2.6035 1.6535
H: 1.5550 1.9635 -3.7622
C: -4.5510 -1.8680 -0.2010
C: 2.7792 0.6655 4.5535
P: 2.6099 0.3751 -1.1842
C: -2.5611 -0.3404 0.5602
C: -0.3807 -1.1710 -3.3222
C: -2.6967 1.3782 -1.3323
C: 4.6370 1.2247 -2.8676
H: -5.0552 0.0447 -1.1415
C: 3.1108 1.7517 5.3462
C: -3.0850 0.9972 0.1222
H: -1.3073 -1.7149 -3.4126
H: -2.4666 -1.7810 4.5871
Pb: -1.6794 -2.2380 -0.8856
N: 3.2780 1.3447 -2.5202
C: 2.3280 2.5310 3.3572
H: 2.7877 -0.3973 4.7817
C: -0.4803 -1.2691 3.7826
C: -0.8996 0.9417 3.5460
H: -0.6365 1.9880 3.3950
C: 2.6363 1.9020 -3.6525
C: 0.5416 -3.1927 -1.1707
H: -5.4986 -1.3661 -2.0955
H: -1.9046 0.3804 -3.0864
C: -4.7147 -0.9664 -1.4325
C: 1.8192 -0.7038 -3.6377
H: -3.4537 2.0717 -1.7502
C: 0.8151 1.2959 0.9037
H: -1.6371 -0.3164 1.1720
N: 1.4197 -0.1984 -2.3825
H: -0.0210 0.7336 0.4726
H: 1.9668 3.1206 2.5204
H: 2.8018 -0.5156 -4.0378
H: -5.4682 -1.8232 0.3969
H: 1.0985 -4.4141 1.1675
H: 0.6761 -1.6676 -5.2209
N: 0.0381 -0.0677 3.2876
C: 1.7771 1.7356 -0.2188
C: 3.6048 2.2850 -4.5938
C: -3.3770 -1.4781 0.6513
H: 3.4017 2.7549 -5.5532
C: -2.0242 0.3680 4.1236
C: 2.8303 2.9336 4.5888
H: 2.6182 2.2514 0.2739

## Properties
Total charge ... +2
Frontier orbital gap (spin up / spin down) ... 4.040 / 4.740 eV
HOMO level (spin up / spin down) ... -12.713 / -12.713 eV
E_tot ... -2183.41568 Eh



2.
# C28H38N5OsPS3Si

A molecular structure, C28H38N5OsPS3Si in a non-equilibrium geometry (ωB97M-V/def2-TZVPD, the Open Molecules 2025 dataset).

CARTESIAN COORDINATES (ANGSTROEM)
C: -3.0247 -0.1355 2.0138
H: -1.7286 1.7812 -4.0670
C: -0.0388 -2.3289 1.7881
C: -2.1121 2.3800 -3.2434
C: 0.9011 2.2279 -3.7908
C: -1.2988 -3.2975 0.0937
N: -2.0651 0.2788 1.4492
H: -0.7980 -2.2516 -5.1547
H: 0.6764 1.2722 -4.2637
C: -0.6249 -0.8434 -3.5547
C: 2.3384 2.4354 1.7895
C: -2.3487 -3.1031 -0.9608
Si: 0.8483 -1.0445 4.0720
C: 1.5729 4.6248 2.4821
C: -0.2332 -2.1741 5.1248
Os: -0.1582 0.3906 1.0981
C: -2.9410 0.5257 -1.7787
C: 3.6841 2.8838 1.9230
H: 1.3708 -1.2132 -0.8527
C: 2.6701 -1.5178 4.2412
C: -2.3587 2.7460 -0.8123
H: 1.4516 1.3677 4.3438
H: 2.5262 0.4769 -2.6556
C: 1.1031 2.0861 -2.2792
P: -0.2465 1.0439 -1.4255
H: -1.1135 -5.4185 -0.1936
H: 3.2768 -1.0669 3.4542
H: -1.6244 3.3545 -3.2641
H: -3.1774 2.5453 -3.4215
N: 1.7597 5.7128 2.8041
H: 0.5941 0.7536 5.7523
H: -3.2995 3.2195 -1.1034
C: 1.1963 -2.6206 -2.4499
H: -1.8924 -2.9036 -1.9325
C: 0.5878 -2.9204 -3.6595
H: 2.6890 1.1915 -1.0475
N: 0.2569 -1.1467 2.4165
H: 0.8187 -3.8444 -4.1734
C: 0.5081 -3.5761 2.1360
H: 0.0466 -2.0786 6.1763
H: -1.3304 -0.1650 -4.0122
H: 1.2096 3.3767 -0.5283
H: 2.8314 -2.5974 4.2163
S: 2.1460 0.7890 1.3117
H: -1.2839 -1.8928 5.0266
C: 0.6258 0.7270 4.6604
H: -0.1406 -3.2246 4.8463
C: 2.4626 1.4045 -2.0867
C: -0.7902 -4.5593 0.3785
C: -1.9680 1.7103 -1.8757
H: 1.9099 -3.3070 -2.0124
H: -2.7266 -0.0942 -0.9102
H: -3.9577 0.9090 -1.6639
H: 0.2110 4.0291 -1.8354
H: -1.6083 3.5286 -0.7020
C: 0.1364 -4.6850 1.4057
H: 0.5629 -5.6531 1.6377
H: 0.1267 2.9468 -4.0439
H: 3.0438 -1.1523 5.2007
H: -2.5096 2.2759 0.1558
S: -0.3558 2.8678 1.9597
C: -0.0302 -0.5338 -2.3329
H: 1.2222 -3.6421 2.9453
H: -0.3044 1.1573 4.2904
H: 3.2381 2.0773 -2.4597
N: -0.8944 -2.2170 0.7571
C: 0.8864 -1.4403 -1.7953
H: -2.9787 -2.2553 -0.6972
S: -4.3263 -0.6727 2.7276
N: 4.7781 3.2252 2.0259
H: -2.9656 -3.9964 -1.0484
C: 1.1179 3.4650 -1.6126
H: 1.8354 2.5922 -4.2233
C: -0.3219 -2.0289 -4.2083
C: 1.2991 3.2840 2.0727
H: 1.9700 4.0429 -1.9771
H: -2.9130 -0.1043 -2.6670

## Properties
2S+1 ... 5
Frontier orbital gap (spin up / spin down) ... 7.581 / 6.005 eV
⟨S²⟩ ... 6.037
HOMO level (spin up / spin down) ... -7.868 / -8.278 eV
E_tot ... -3279.65045 Eh



3.
# C28H38NO5P

2 unconnected molecules or ions with the total composition C28H38NO5P in a non-equilibrium geometry (ωB97M-V/def2-TZVPD, the Open Molecules 2025 dataset).

CARTESIAN COORDINATES (ANGSTROEM)
C: 0.7951 3.9692 -1.2266
H: -1.0175 -3.6026 -2.4169
H: -0.9245 1.7344 0.2927
C: -4.9542 1.7971 -0.7063
C: -0.1973 0.9966 -1.6121
H: -3.3198 2.6916 0.4074
C: 0.5494 -2.6654 -3.5916
H: -6.8756 -0.5918 -2.0771
H: 2.0465 -1.4371 -4.6136
H: 0.7625 -3.5834 -4.1503
C: -0.4531 -2.6880 -2.6121
C: -0.0278 -0.3763 -2.0831
C: 0.7742 3.2891 -2.5945
C: -4.3410 0.4130 -2.5472
H: -4.5061 -1.2081 0.2598
H: -0.1156 3.7377 -0.6592
C: 1.9106 2.2969 2.0713
H: 2.0993 1.2442 -3.8890
H: -3.9112 -0.4805 2.8252
H: 1.9869 3.2881 -4.4269
C: 0.6947 1.7760 -2.4031
H: -0.5069 3.2050 -4.3523
C: -3.5584 -0.1422 1.8462
C: -2.9986 0.6554 -2.2905
C: -6.7693 0.4967 -1.9553
H: 1.8496 2.4523 0.9825
C: 1.3645 -2.7884 2.3279
H: 3.3879 -3.5156 2.6117
C: -3.5936 -1.2688 0.8561
C: -1.6576 0.3033 3.2130
H: 0.1783 0.6728 4.1321
O: 0.5490 -0.4870 0.6766
C: 3.1366 2.9663 2.6592
H: 1.6656 3.6205 -0.6559
H: 2.9432 3.2813 -2.9061
H: -2.2561 0.3415 -3.0149
P: 0.9305 -0.1951 2.0722
H: 3.2516 2.6886 3.7108
H: 2.1255 4.7503 -3.4516
C: -2.5753 1.3218 -1.0982
H: 1.3990 -2.8146 1.2285
C: 2.0332 3.6569 -3.3921
O: -2.2122 0.3712 1.9519
H: 2.1354 -4.7578 2.5930
C: 1.2759 -1.4928 -3.8370
H: 4.0279 2.6314 2.1219
N: 1.3741 0.9520 -3.2407
H: -3.5947 -2.2160 1.4060
C: -1.2076 1.3798 -0.6859
H: -4.1740 0.7036 1.5326
O: 1.6694 -1.4444 2.7724
H: -2.7248 -1.2561 0.1938
H: -0.4138 4.8147 -3.6081
C: 2.3669 -3.7470 2.9260
C: -3.6185 1.9897 -0.3875
H: -1.3878 3.5298 -2.8462
H: 0.9830 2.6618 2.5424
C: -0.4595 3.7365 -3.3927
C: -0.2553 0.4897 3.1598
H: 0.8783 5.0607 -1.3402
H: 3.0754 4.0516 2.5935
C: 0.9580 -0.3689 -3.0873
O: -2.3295 0.1251 4.2333
H: -4.6090 -0.1645 -3.4272
C: -5.3456 0.9039 -1.7160
H: -7.1673 0.9422 -2.8785
C: -0.7217 -1.5552 -1.8351
H: -1.4671 -1.5513 -1.0482
H: -7.4347 0.7986 -1.1391
H: -5.7201 2.3283 -0.1431
H: 0.3480 -3.0324 2.6678
O: 2.0912 0.8764 2.3196
H: 2.3136 -3.7357 4.0162

## Properties
Frontier orbital gap ... 3.409 eV
HOMO level ... -6.037 eV
E_tot ... -1862.02829 Eh



4.
# C28H39BCl2HfN5O6

A molecular structure, C28H39BCl2HfN5O6 in a non-equilibrium geometry (ωB97M-V/def2-TZVPD, the Open Molecules 2025 dataset).

CARTESIAN COORDINATES (ANGSTROEM)
C: -1.4086 1.1478 -3.9809
H: 4.5322 -1.1923 2.4153
H: 3.8434 -2.9436 0.7872
C: -2.0299 6.0129 1.7104
H: -2.0729 -3.3543 -3.1042
H: 1.1224 2.1445 2.8426
C: -1.5441 2.4829 0.5522
H: 1.5056 -2.6820 0.7590
H: 2.9035 -1.7898 2.7238
H: -3.0577 -5.2116 0.7629
N: 0.2989 0.2389 2.7846
H: -0.6192 -4.0533 -2.3987
C: -2.7976 2.2351 0.0442
C: -1.4521 -3.8275 0.3368
C: -3.8176 3.2075 0.0454
H: 2.2798 2.4694 -0.6356
O: 1.7150 0.2347 -1.3850
H: 4.1514 3.0403 0.5812
H: -4.0997 -3.7531 -0.9102
C: -0.3566 -4.8563 0.0960
C: 1.6062 -0.5196 -2.4662
H: 4.8631 1.0477 1.8702
C: 2.6258 0.6273 3.3079
C: -2.3224 4.7588 1.1325
H: 0.0617 -5.1605 1.0568
O: -1.3038 -1.9029 -1.0368
C: -0.7140 -0.6563 -5.4272
C: 0.5274 -0.1824 -3.4007
C: -0.3658 0.8636 -3.1322
H: -2.7970 6.7741 1.7335
H: 1.4765 3.0946 0.6634
C: -1.2989 3.7818 1.1159
H: -0.6389 0.6245 2.7286
N: -0.0676 4.0364 1.6337
O: -0.8192 -2.7093 1.0298
H: 0.9790 1.4179 4.4414
H: 1.1591 5.3815 2.5595
H: -3.7443 -2.2446 -0.0524
N: 2.0225 -1.9429 0.2868
H: 0.4471 -4.4501 -0.5214
C: 3.5133 -1.2243 2.0164
H: 4.0086 -1.4367 -0.0959
C: -0.7897 6.2444 2.2289
O: 1.1382 -1.9777 -4.8976
N: 2.9437 0.1461 1.9326
B: -0.7020 -1.6309 0.1637
O: 2.3646 -1.4775 -2.6211
H: -3.2202 -3.6490 1.5777
H: -2.0311 -4.8242 2.1445
O: -0.5892 1.5545 0.5441
H: 4.1713 0.6177 0.3016
H: -2.3907 0.5938 -5.8131
H: -3.7563 -2.2778 -1.8186
N: 2.1324 2.3705 0.3630
C: -1.5745 0.3777 -5.1352
C: 3.4396 -1.9352 0.6871
C: 1.2265 1.2111 3.3988
H: 0.2354 -0.6181 3.3270
H: 1.8148 -2.0740 -4.1964
C: -3.5878 4.4363 0.5749
C: -1.6910 -3.9244 -2.2569
Cl: -4.8545 5.6148 0.5680
H: -0.8326 -1.2595 -6.3174
H: -2.1670 -4.9067 -2.2657
C: -2.0074 -3.1706 -0.9764
H: 3.2231 2.9167 2.0579
H: -2.0938 1.9528 -3.7531
H: -0.7427 -5.7464 -0.4012
H: 2.6726 -0.2282 3.9833
H: 3.3796 1.3348 3.6577
C: 0.3447 -0.9535 -4.5654
C: -2.5096 -4.4081 1.2577
Hf: 0.8498 0.1627 0.4512
C: 0.1625 5.2148 2.1612
C: 3.9393 1.0360 1.2809
H: -0.5314 7.1921 2.6793
C: 3.3992 2.4378 1.0932
Cl: -3.1493 0.6908 -0.6300
C: -3.4937 -2.8468 -0.9260
H: 1.9810 -2.1419 -0.7157
H: -0.2384 1.4591 -2.2375
H: -4.7801 2.9572 -0.3777

## Properties
Total charge ... +1
Frontier orbital gap ... 8.050 eV
HOMO level ... -10.525 eV
E_tot ... -2808.96962 Eh



5.
# C28H39ClN3O2PS2Se2Y

A molecular structure, C28H39ClN3O2PS2Se2Y in a non-equilibrium geometry (ωB97M-V/def2-TZVPD, the Open Molecules 2025 dataset).

CARTESIAN COORDINATES (ANGSTROEM)
H: 4.3329 -4.7807 -1.2220
H: -3.0731 1.9943 6.4636
H: 0.4872 -0.1301 3.0392
C: 3.1388 -1.6610 -1.7205
C: 3.8645 -3.9459 -1.7236
H: -2.3602 -3.2649 1.4306
C: 3.8993 0.9978 -2.0135
H: 1.5515 -2.3012 2.7805
C: 5.2007 0.5919 -2.2757
H: -1.2390 4.0432 -1.4912
C: 0.6576 -1.9948 2.2173
H: 1.4333 -0.1812 1.7145
Cl: -2.0856 -0.5907 -2.3703
C: 0.7558 -2.5951 0.8149
H: 0.8328 -3.6868 0.8900
C: -1.4925 0.9741 -2.8175
C: 3.3912 -4.0925 -3.0160
H: -3.7061 -1.9827 -0.8137
Se: -0.8922 2.5266 2.4833
H: -3.3081 2.3393 1.8518
H: -4.8920 0.6392 3.4332
Se: -2.6838 -1.1444 3.1481
H: 1.6865 -2.2221 0.3751
H: 2.4699 -3.1247 -4.6884
C: 3.4004 2.1560 -2.5859
H: 6.1353 3.0777 -4.3520
H: -0.8173 -4.2632 -0.2929
H: -3.1944 -4.0863 0.0819
N: 0.5545 -0.5404 2.1060
C: -1.7546 2.0090 -1.9096
C: -2.1306 2.6561 4.0542
C: -2.6035 1.7930 -0.7480
H: 0.0327 -1.7776 -0.8811
C: -0.1006 2.3343 -4.1789
C: -0.6944 1.1073 -3.9289
H: -3.0377 -0.2827 5.4198
H: 0.1986 4.3270 -3.4541
C: 4.2101 2.9032 -3.4245
H: 3.8319 3.8145 -3.8637
N: -3.2752 -1.9532 0.1072
C: -4.2983 1.5443 3.2829
S: 1.0047 0.5099 -1.0616
H: -1.4443 2.7199 4.9026
O: -4.9099 1.1583 5.9958
O: -3.8406 1.5286 1.9524
C: 2.6811 -1.7998 -3.0236
C: 2.8152 -3.0143 -3.6702
C: -0.2967 3.3788 -3.2858
H: 7.0022 1.0005 -3.3433
C: 5.5021 2.4890 -3.7026
H: 2.2238 -0.9489 -3.5123
C: -2.5440 0.1996 4.5747
N: -0.3631 -2.2056 -0.0449
Y: -1.5684 0.1892 0.7762
H: -0.2339 -2.3712 2.7279
C: 3.7407 -2.7302 -1.0743
H: 2.3838 2.4578 -2.3749
H: -4.1967 3.0443 5.5673
H: -2.8242 2.7560 -0.2771
H: -3.5550 1.3190 -1.0316
C: -3.8349 2.0094 5.6695
H: 4.1120 -2.5869 -0.0663
C: -1.1083 3.2239 -2.1827
P: 2.9132 -0.0383 -0.8699
H: -1.4808 0.3062 4.7987
H: 0.5323 2.4622 -5.0441
H: -4.9518 2.4190 3.4351
H: 5.5840 -0.3003 -1.8024
C: 5.9943 1.3271 -3.1312
H: 3.4699 -5.0482 -3.5174
C: -2.5829 -3.2147 0.3609
H: -0.5208 0.2578 -4.5728
H: -2.6200 3.6284 3.9445
H: -1.5225 -3.1624 -1.4989
C: -3.1774 1.5748 4.3396
H: -5.2661 1.4332 6.8465
H: -4.0168 -1.8414 0.7986
C: -1.2757 -3.2722 -0.4369
S: 3.7499 -0.0852 0.9112

## Properties
Total charge ... -1
Frontier orbital gap ... 6.781 eV
HOMO level ... -4.335 eV
E_tot ... -7844.47060 Eh



6.
# C28H39FeN6O2P

A molecular structure, C28H39FeN6O2P in a non-equilibrium geometry (ωB97M-V/def2-TZVPD, the Open Molecules 2025 dataset).

CARTESIAN COORDINATES (ANGSTROEM)
C: 1.6678 3.6786 -0.6592
C: -0.4313 -4.5768 3.9119
C: 4.0984 1.3889 -1.5443
H: 4.2265 2.2375 0.9867
Fe: -1.4190 -0.2985 -0.1505
H: 1.8295 1.9424 -2.9413
C: 2.6692 0.7986 1.5428
N: -3.0251 -1.4428 0.1593
H: 4.7973 1.0691 -0.7713
C: 1.7026 0.5684 2.7170
C: 0.1667 2.8516 1.1696
C: 0.7951 2.5143 -0.1923
H: 0.3935 -2.0828 6.0335
H: -0.4002 -5.6572 3.8274
C: 2.8087 0.5644 -1.5307
H: 2.5344 0.5095 -3.6792
C: 0.0626 -3.9591 5.0574
H: -5.7376 -0.9853 -1.6459
C: -4.9830 1.4964 -2.2854
H: 2.5486 3.8183 -0.0316
H: -0.9002 1.3961 -0.8830
H: 4.4117 -0.3036 0.7962
C: -1.4004 -0.7676 -3.3354
H: 4.0107 -1.2121 -1.0212
H: 0.8671 -0.0572 2.3957
N: -1.3589 -1.0035 -2.2051
N: 0.6788 -0.7657 -6.1714
C: -4.8654 -3.0133 0.0061
H: -4.5960 1.4190 -3.3046
H: 2.9248 2.9318 1.9519
H: -4.3080 -3.8562 -0.4086
H: -6.0538 1.2828 -2.3043
H: -4.8841 -3.1473 1.0886
H: 1.9993 3.5561 -1.6887
C: -0.5207 -1.8249 4.1059
C: 1.9978 0.8767 -2.7986
H: 3.0067 -1.3162 1.1901
C: -0.2630 -0.6467 -5.5083
C: -1.0203 -2.4337 2.9668
H: -1.3509 -4.2831 1.9793
C: -4.2340 0.5291 -1.3870
H: -0.3871 1.9960 1.5649
C: -1.4294 -0.4945 -4.7196
H: 2.2808 -1.5219 -1.2872
H: 3.9148 2.4551 -1.4182
H: 0.9018 3.1747 1.9057
C: 0.0135 -2.5785 5.1469
H: -0.5696 -0.7447 4.1686
H: -5.8841 -3.0256 -0.3835
H: 1.2955 1.4985 3.1105
P: 1.5964 0.7717 -0.0515
H: -1.1293 3.1240 -1.0329
C: 3.5805 -0.4357 1.4866
N: -3.5872 0.2897 -5.8848
H: -0.1106 2.2505 -2.1918
H: -4.8157 2.5152 -1.9327
O: -1.6234 -0.3082 1.9640
C: -0.9636 -3.8219 2.8782
H: 1.0336 0.3670 -2.7644
N: 0.5808 -0.3736 -0.0374
H: 0.4773 -4.5501 5.8657
H: 4.0010 -0.6192 2.4826
H: 4.5978 1.2515 -2.5121
H: 2.2247 0.0584 3.5364
H: 1.0778 4.6032 -0.6146
C: -4.1734 -1.7184 -0.3385
H: -0.5485 3.6703 1.0313
C: 3.5297 2.0390 1.7992
H: 3.3573 -1.2037 -2.6599
C: -1.6612 -1.5872 1.9103
H: 4.1196 1.8830 2.7129
N: -2.3260 -2.2929 1.0086
C: -0.3957 2.3219 -1.1460
O: -3.1525 0.9545 -0.8872
C: -4.7887 -0.7430 -1.1837
C: -2.6253 -0.0630 -5.3459
C: 3.1427 -0.9378 -1.6190

## Properties
2S+1 ... 5
Total charge ... -2
Frontier orbital gap (spin up / spin down) ... 5.762 / 5.793 eV
⟨S²⟩ ... 6.014
HOMO level (spin up / spin down) ... -1.339 / -1.373 eV
E_tot ... -3174.45621 Eh